{"formula": "C4H11N2O2", "method": "ωB97M-V with the def2-TZVPD basis set", "total_energy_ev": -11391.45238, "total_charge": 1, "e_homo_ha": -0.5072, "relative_energy_kcal_mol": 107.7, "lumo_ev": -3.11, "elements": ["O", "O", "N", "N", "C", "C", "C", "C", "H", "H", "H", "H", "H", "H", "H", "H", "H", "H", "H"], "positions_angstrom": [[1.57543, 1.19356, -0.03853], [3.25496, -0.39034, -0.34857], [-1.06288, 1.90937, -0.15208], [4.19040, -1.13970, 0.41362], [-2.27435, -0.07876, 0.90926], [-1.69519, 0.61349, -0.30145], [2.35101, 0.32930, 0.36112], [-1.62205, -0.15706, -1.38886], [-3.29327, -0.74550, 0.66426], [-1.58247, 0.31311, -2.37828], [3.70439, -2.02693, 0.68278], [-1.65433, 2.62851, 0.27423], [-0.83134, 2.14535, -1.11682], [-0.12780, 1.67900, 0.31442], [-2.45170, 0.76706, 1.57946], [2.42135, 0.16083, 1.49999], [-2.32077, -0.97866, -1.49448], [-1.73053, -0.80093, 1.37761], [4.88582, -1.42283, -0.32838]], "atomic_forces_ev_per_a": [[1.0, -1.8, -0.6], [-2.3, 1.6, -0.7], [0.9, -1.1, -0.6], [0.6, -1.4, 0.0], [-4.0, 1.7, -1.1], [-0.7, -4.2, 0.2], [0.9, 0.4, 2.2], [-2.0, 2.6, -1.7], [2.4, 2.4, 0.5], [1.3, -0.1, 0.1], [0.4, 0.9, -0.4], [0.3, -0.2, 0.2], [0.3, 0.7, 0.0], [-0.5, 1.0, -0.2], [-0.7, -0.7, 0.7], [0.1, -0.2, -1.5], [0.7, -0.6, 0.7], [2.3, -1.6, 1.2], [-1.0, 0.5, 1.0]]}



{"formula": "C4H11N2O2", "method": "ωB97M-V with the def2-TZVPD basis set", "total_energy_ev": -11392.68471, "total_charge": 1, "e_homo_ha": -0.4844, "relative_energy_kcal_mol": 79.3, "lumo_ev": -2.73, "elements": ["O", "O", "N", "N", "C", "C", "C", "C", "H", "H", "H", "H", "H", "H", "H", "H", "H", "H", "H"], "positions_angstrom": [[1.73820, 1.28282, -0.06990], [0.48318, -0.81593, -0.02466], [-0.50327, 0.04935, -0.14067], [-2.26407, -1.33048, 0.03943], [3.03101, -0.69809, -0.16751], [1.97490, 0.12915, 0.45042], [-2.78543, 1.03216, 0.02387], [-1.77941, -0.09440, -0.01730], [-3.25042, -1.30475, 0.09729], [-3.25201, 1.09817, 1.03864], [2.89432, -1.77163, 0.00933], [-3.45939, 0.96444, -0.71171], [3.08258, -0.56862, -1.31361], [3.91446, -0.39434, 0.36595], [2.23045, 1.40618, -0.95666], [0.02860, 0.96377, -0.14851], [1.91849, 0.15743, 1.56460], [-2.22736, 2.02106, -0.12863], [-1.77483, -2.12629, 0.08963]], "atomic_forces_ev_per_a": [[1.1, 2.9, -2.4], [1.7, -1.7, 0.7], [1.5, 4.3, 0.3], [-2.5, 3.9, -0.1], [-0.3, -0.6, -1.3], [-1.2, -2.9, 0.5], [4.2, 2.1, 3.1], [0.1, -1.1, -0.1], [-0.9, -0.9, 0.1], [0.3, -0.3, -0.9], [-0.1, 0.3, 0.1], [-2.7, -0.5, -2.7], [0.1, 0.1, 1.8], [0.9, 0.1, -0.2], [-1.2, -0.3, 1.7], [-2.1, -0.2, -0.3], [-0.3, -0.3, -0.9], [-0.8, -1.3, 0.2], [2.3, -3.4, 0.2]]}



{"formula": "C4H11N2O2", "method": "ωB97M-V with the def2-TZVPD basis set", "total_energy_ev": -11380.22642, "total_charge": 2, "e_homo_ha": [-0.6615, -0.6615], "spin_multiplicity": 2, "relative_energy_kcal_mol": 58.1, "lumo_ev": [-8.91, -13.80], "elements": ["O", "O", "N", "N", "C", "C", "C", "C", "H", "H", "H", "H", "H", "H", "H", "H", "H", "H", "H"], "positions_angstrom": [[1.20021, 2.06594, -1.92985], [-1.36092, -0.72391, -0.91343], [-1.34891, 0.17672, 2.54324], [1.14354, -0.67953, -1.85972], [1.66744, 1.53761, -0.92045], [-1.55064, -0.03869, 0.11049], [1.85680, 0.03230, -0.79515], [-2.13014, -0.51140, 1.48074], [2.94048, -0.10800, -0.99691], [-2.08875, -1.60214, 1.58242], [1.65189, -0.40929, 0.16802], [-1.14649, 0.99628, 0.10922], [2.11463, 2.10028, -0.07669], [-0.65873, -0.44556, 2.90123], [1.55287, -1.60813, -1.99084], [1.18801, -0.15521, -2.71139], [-1.98636, 0.34213, 3.36699], [-3.17769, -0.19963, 1.55027], [0.13275, -0.76977, -1.61820]], "atomic_forces_ev_per_a": [[0.8, -1.6, 2.4], [-1.5, 1.7, 4.1], [-3.9, -3.1, 0.8], [-0.5, -0.9, 0.6], [-0.4, 1.2, -1.7], [1.6, -1.5, -3.6], [1.3, 0.5, -0.7], [0.2, 1.8, -0.1], [-0.4, 0.0, 0.4], [0.6, -0.1, 0.0], [-0.2, 0.0, 0.3], [-0.6, -0.2, 0.1], [-0.3, 0.1, -0.3], [2.0, 0.0, 0.2], [-0.2, 0.0, -0.2], [0.1, 0.6, -1.0], [0.7, 1.3, -0.8], [0.1, 0.2, -0.1], [0.5, 0.0, -0.4]]}